283
Properties=species:S:1:pos:R:3:lowdin_charge:R:1 method="wB97M-V/def2-TZVPD" mol_weight_g_mol=2082.78 orbital_gap_ev="6.004 / 8.397" total_charge=+3 s_squared=0.7687 multiplicity=2 e_tot_ev=-277577.7023
C 9.56248 9.11380 3.52355 -0.03
N 8.91006 7.86603 3.63160 -0.15
C 8.99354 6.92130 2.61806 0.02
C 8.49097 5.62015 2.81799 0.02
C 7.79578 5.33249 4.02478 -0.16
C 7.65094 6.36441 4.95964 0.01
C 8.32650 7.57755 4.80013 -0.03
C 7.22642 3.97525 4.24762 -0.18
C 7.52269 2.88701 3.42096 0.01
C 7.04954 1.60173 3.66971 0.02
N 6.21240 1.35390 4.75515 -0.10
C 5.92945 2.37642 5.55352 -0.04
C 6.39469 3.68816 5.29751 -0.03
C 5.52666 0.03338 4.89391 0.04
H 8.80834 9.88291 3.35670 0.11
H 10.25438 9.21172 2.68701 0.11
H 10.05784 9.32613 4.47098 0.11
H 9.56728 7.19989 1.74651 0.13
H 8.61205 4.91734 2.00693 0.11
H 7.27667 6.15058 5.94990 0.11
H 8.27094 8.38898 5.51069 0.14
H 8.21398 3.07824 2.61352 0.11
H 7.29505 0.70422 3.12143 0.11
H 5.31483 2.10112 6.39783 0.14
H 6.16063 4.29687 6.15836 0.11
H 6.16526 -0.72013 4.43293 0.07
H 4.56349 0.11870 4.39079 0.09
H 5.40129 -0.06040 5.97261 0.10
C 3.02695 -3.66306 -0.72787 -0.06
C 2.13598 -4.89789 -0.87476 -0.22
C 2.20861 -5.34995 -2.32825 -0.09
N 1.58238 -6.79466 -2.69142 -0.20
C 0.15349 -6.84771 -2.08949 -0.11
C -0.71823 -8.00160 -2.64018 -0.13
C -0.58841 -8.18884 -4.19561 -0.17
C 0.86042 -8.36149 -4.65978 -0.15
C 1.69040 -7.08405 -4.20460 -0.08
C 2.53277 -7.78686 -1.98896 0.02
H 2.94707 -3.29039 0.29333 0.05
H 2.60909 -2.86844 -1.34598 0.07
H 4.09288 -3.81473 -0.89790 0.09
H 1.11676 -4.54672 -0.71366 0.09
H 2.29535 -5.71682 -0.17330 0.09
H 3.24334 -5.34881 -2.67091 0.13
H 1.66269 -4.69765 -3.00985 0.10
H -0.42426 -5.97973 -2.40716 0.10
H 0.12953 -6.96118 -1.00567 0.13
H -1.73709 -7.77909 -2.32313 0.11
H -0.23860 -8.86017 -2.17016 0.11
H -1.13302 -7.47581 -4.81455 0.12
H -1.04739 -9.15630 -4.39926 0.11
H 1.00078 -8.45641 -5.73653 0.12
H 1.32823 -9.27115 -4.28326 0.10
H 1.25332 -6.16780 -4.60155 0.12
H 2.70235 -7.07863 -4.60959 0.13
H 3.60378 -7.61265 -2.09229 0.11
H 2.23558 -8.75915 -2.38196 0.09
H 2.20378 -7.70025 -0.95340 0.08
C -1.89458 2.11277 -2.80452 -0.06
C -1.55278 0.98974 -1.81034 -0.22
C -0.85600 1.48800 -0.59312 -0.11
N -0.62398 0.48216 0.62712 -0.17
C 0.57049 0.97209 1.53380 -0.08
C 0.98013 0.01326 2.60783 -0.17
C 1.20600 -1.38739 2.11279 -0.18
C 0.15387 -1.86731 1.16356 -0.16
C -0.32427 -0.89915 0.00230 -0.04
C -1.85926 0.32579 1.54937 0.07
H -2.02891 3.02510 -2.22340 0.05
H -2.77796 1.91685 -3.41226 0.06
H -1.09413 2.27964 -3.52531 0.06
H -0.98816 0.21070 -2.32259 0.09
H -2.50545 0.56853 -1.48926 0.11
H -1.58964 2.19648 -0.20849 0.08
H 0.02930 2.07563 -0.83610 0.12
H 1.46792 1.17469 0.94928 0.13
H 0.33610 1.97278 1.89678 0.09
H 1.91798 0.32523 3.06741 0.11
H 0.30723 0.00628 3.46529 0.08
H 2.15770 -1.49463 1.59233 0.09
H 1.18817 -2.07972 2.95450 0.10
H 0.60180 -2.75827 0.72350 0.09
H -0.74409 -2.26684 1.63491 0.10
H 0.51945 -0.58394 -0.61161 0.13
H -1.22528 -1.20239 -0.53092 0.12
H -1.62813 -0.38077 2.34653 0.09
H -2.69297 0.05544 0.90136 0.09
H -1.97929 1.33019 1.95539 0.08
C 2.21516 -10.67901 4.70190 -0.09
C 2.14587 -9.22374 5.08676 -0.24
C 1.60455 -8.39081 3.93916 -0.12
N 1.64227 -6.80793 4.15770 -0.23
C 0.82101 -6.34898 5.34849 -0.08
C 0.56605 -4.80212 5.32949 -0.13
C -0.11998 -4.29958 4.04774 -0.18
C 0.73497 -4.76655 2.92629 -0.18
C 0.98340 -6.30585 2.86271 -0.07
C 3.11413 -6.34624 4.25652 0.05
H 2.48654 -10.84416 3.65921 0.08
H 1.25308 -11.14416 4.91664 0.08
H 2.89164 -11.26507 5.32400 0.09
H 3.18044 -8.90117 5.20398 0.11
H 1.54687 -9.09344 5.98804 0.12
H 0.55423 -8.63669 3.78273 0.13
H 2.07408 -8.69846 3.00482 0.13
H -0.14520 -6.85200 5.38732 0.14
H 1.45743 -6.55289 6.20959 0.13
H -0.03292 -4.53437 6.19991 0.13
H 1.49854 -4.24396 5.41323 0.11
H -1.16055 -4.56089 3.85535 0.13
H -0.21174 -3.21347 4.04078 0.10
H 0.23200 -4.46903 2.00617 0.10
H 1.64866 -4.17832 2.84115 0.11
H 0.09337 -6.91160 2.69239 0.13
H 1.71108 -6.55677 2.09095 0.11
H 3.18131 -5.26794 4.11207 0.10
H 3.63824 -6.95454 3.51937 0.11
H 3.50183 -6.53860 5.25691 0.11
C -10.67868 5.55653 1.18888 -0.09
C -9.63991 4.51864 1.42175 -0.24
C -8.63610 4.42660 0.22101 -0.07
N -7.57696 3.22144 0.28342 -0.20
C -8.25416 1.87147 -0.02051 -0.07
C -7.21390 0.68749 -0.16911 -0.13
C -6.07509 1.02500 -1.05957 -0.25
C -5.36617 2.30622 -0.81796 -0.15
C -6.35051 3.51367 -0.56005 -0.09
C -7.05174 3.10275 1.76398 0.03
H -11.67103 5.11431 1.27705 0.09
H -10.68191 6.05305 0.21854 0.08
H -10.62181 6.31920 1.96555 0.09
H -10.02440 3.50257 1.51039 0.11
H -9.07969 4.75510 2.32637 0.11
H -8.06523 5.35028 0.12617 0.13
H -9.21751 4.28572 -0.69016 0.12
H -8.90574 2.09166 -0.86611 0.13
H -8.98068 1.62799 0.75472 0.12
H -7.61079 -0.30399 -0.38716 0.13
H -6.75702 0.66319 0.82021 0.11
H -6.39861 0.94505 -2.09738 0.11
H -5.44507 0.13668 -1.01412 0.09
H -4.76421 2.55120 -1.69302 0.11
H -4.73939 2.13654 0.05750 0.10
H -6.76258 3.85917 -1.50817 0.13
H -5.71517 4.34723 -0.26070 0.13
H -6.14621 2.49728 1.80304 0.09
H -7.84765 2.76349 2.42695 0.10
H -6.67535 4.03130 2.19322 0.11
C -7.17218 -1.79249 -3.50123 -0.10
C -7.07551 -1.93543 -5.01932 -0.19
C -6.62912 -0.58829 -5.66795 -0.07
N -5.92261 -0.67815 -7.08533 -0.26
C -5.25497 0.72460 -7.37155 -0.06
C -4.11949 1.11157 -6.37906 -0.17
C -3.05752 0.03847 -6.22094 -0.18
C -3.68953 -1.37364 -6.00609 -0.12
C -4.79307 -1.71210 -7.04584 -0.09
C -6.93418 -1.00041 -8.18323 0.04
H -8.09172 -1.25809 -3.26255 0.08
H -6.39741 -1.24400 -2.96550 0.05
H -7.35085 -2.73633 -2.98613 0.08
H -7.97271 -2.30519 -5.51573 0.12
H -6.28576 -2.65359 -5.23986 0.10
H -5.90769 -0.09146 -5.01926 0.10
H -7.45617 0.03868 -6.00110 0.12
H -6.07187 1.44394 -7.42912 0.13
H -4.85521 0.58108 -8.37539 0.13
H -4.52583 1.36081 -5.39881 0.10
H -3.77568 2.08809 -6.72006 0.10
H -2.42797 0.30276 -5.37127 0.09
H -2.23818 0.11885 -6.93531 0.11
H -4.11277 -1.43134 -5.00328 0.11
H -2.86325 -2.08428 -6.02457 0.11
H -5.23052 -2.68844 -6.83732 0.12
H -4.40386 -1.70861 -8.06398 0.13
H -7.47438 -1.90077 -7.89061 0.11
H -6.41299 -1.06707 -9.13823 0.11
H -7.65023 -0.18232 -8.10508 0.10
C 4.01808 2.92477 2.20256 -0.08
C 3.54225 3.94560 3.21496 -0.21
C 2.06139 3.73092 3.47211 -0.12
N 1.25423 4.41611 4.60554 -0.21
C -0.26278 4.17307 4.43570 -0.10
C -1.06458 5.06816 5.35443 -0.15
C -0.75154 6.57888 5.40100 -0.15
C 0.78441 6.74237 5.50273 -0.16
C 1.56265 5.94894 4.43851 -0.06
C 1.84526 3.83936 5.91355 0.05
H 4.10986 1.84845 2.34817 0.07
H 5.03116 3.15025 1.86950 0.07
H 3.41873 3.10928 1.31102 0.07
H 3.81327 4.93404 2.84394 0.12
H 4.21204 3.84724 4.06924 0.08
H 1.79114 2.69382 3.67083 0.12
H 1.47922 4.13206 2.64249 0.09
H -0.53537 4.49410 3.43035 0.09
H -0.51576 3.12017 4.56020 0.11
H -2.11670 4.93730 5.10137 0.13
H -0.91602 4.57514 6.31514 0.11
H -1.19118 7.13683 4.57425 0.12
H -1.10185 7.07212 6.30771 0.12
H 1.03204 7.78299 5.29323 0.12
H 1.02145 6.52879 6.54498 0.12
H 1.22094 6.19759 3.43376 0.14
H 2.63873 6.12005 4.46816 0.12
H 1.06119 4.09167 6.62747 0.10
H 2.85428 4.15906 6.17388 0.11
H 1.80071 2.76138 5.75839 0.06
C -1.20974 3.46882 -7.07042 -0.08
C 0.33381 3.65650 -7.03126 -0.19
C 0.83631 3.12931 -5.66653 -0.13
N 2.37429 3.10713 -5.40748 -0.21
C 2.94679 1.91566 -6.27239 -0.07
C 4.40257 1.47148 -5.84409 -0.15
C 4.52842 1.23677 -4.33359 -0.17
C 4.01138 2.43614 -3.52398 -0.15
C 2.57216 2.88497 -3.86597 -0.07
C 3.15403 4.34984 -5.90481 0.06
H -1.63931 3.76917 -8.02611 0.08
H -1.64187 4.07188 -6.27187 0.08
H -1.56376 2.47035 -6.81381 0.05
H 0.64456 4.68581 -7.21036 0.11
H 0.84392 3.04510 -7.77561 0.10
H 0.41291 2.20144 -5.28197 0.10
H 0.51257 3.83002 -4.89692 0.12
H 2.47188 0.95427 -6.07675 0.11
H 2.82104 2.13408 -7.33285 0.12
H 4.62600 0.58315 -6.43489 0.12
H 5.11376 2.26184 -6.08415 0.10
H 3.87552 0.39793 -4.09240 0.10
H 5.54416 0.98286 -4.03039 0.13
H 3.98143 2.16462 -2.46877 0.12
H 4.70250 3.27382 -3.61757 0.11
H 1.82788 2.15396 -3.55009 0.13
H 2.41720 3.83584 -3.35614 0.13
H 4.21868 4.16641 -5.76000 0.10
H 2.67779 5.17396 -5.37366 0.11
H 2.93144 4.36542 -6.97172 0.10
N 0.08917 0.97089 5.95345 -0.29
S -1.24069 0.33173 5.98614 0.44
O -1.90148 0.39245 7.29047 -0.26
O -1.41037 -0.78973 5.07474 -0.30
F -1.98570 1.48103 5.06564 -0.24
S 0.92742 -0.20967 6.76034 0.60
O 1.10859 -1.52425 6.10151 -0.30
O 0.85567 -0.25639 8.23821 -0.26
F 2.34430 0.43296 6.44021 -0.22
N -0.52874 4.13753 1.07018 -0.28
S -0.05156 4.99190 -0.02347 0.45
O -0.04536 6.45072 0.17652 -0.26
O -0.07532 4.45382 -1.38388 -0.30
F 1.50794 4.59626 0.39406 -0.25
S -2.10443 4.64704 1.01827 0.59
O -2.90445 4.40763 -0.18747 -0.29
O -2.38567 5.88040 1.75040 -0.26
F -2.69372 3.48103 2.01083 -0.22
N 6.48245 -1.01229 1.71322 -0.25
S 5.76121 -0.74356 0.45960 0.37
O 4.32070 -0.48214 0.50808 -0.31
O 6.33732 -1.44464 -0.69789 -0.27
F 6.32094 0.70816 0.30911 -0.19
S 5.75806 -2.46687 1.90036 0.55
O 6.42933 -3.58732 1.23792 -0.27
O 4.34120 -2.60585 2.10082 -0.30
F 6.30270 -2.76174 3.40967 -0.22
N -4.64168 -4.25381 -0.07610 -0.23
S -4.57930 -3.03879 -0.91144 0.44
O -4.37756 -3.19377 -2.35249 -0.29
O -4.21760 -1.77978 -0.21379 -0.32
F -6.20535 -2.90124 -0.88158 -0.23
S -3.04565 -4.71742 -0.27224 0.62
O -2.01044 -3.88825 0.30231 -0.29
O -2.70739 -5.71385 -1.32032 -0.29
F -3.02370 -5.70774 1.01293 -0.23
N 0.30486 -3.07674 -4.79087 -0.24
S 1.04820 -1.63602 -4.41478 0.55
O 1.67509 -1.47574 -3.09645 -0.28
O 0.51027 -0.49856 -5.14604 -0.31
F 2.29896 -1.93035 -5.35219 -0.19
S -0.80412 -2.93350 -3.78488 0.39
O -1.66006 -1.77379 -3.76579 -0.28
O -0.47634 -3.49708 -2.48224 -0.30
F -1.82709 -4.03779 -4.33081 -0.18